{"formula": "C3H3FS", "method": "ωB97M-V with the def2-TZVPD basis set", "relative_energy_ev": 0.357, "orbital_gap_ev": 8.0, "smiles": "C=C(F)C=S", "lumo_energy_ha": -0.041, "homo_ha": -0.3359, "species": ["C", "C", "C", "H", "H", "H", "F", "S"], "positions_angstrom": [[-0.5294, -0.1844, -0.0647], [-0.5455, 1.1610, -0.0655], [0.7630, -0.9914, 0.0291], [0.3528, 1.6750, 0.2174], [-1.4372, 1.7425, -0.0873], [0.6751, -2.0237, 0.1827], [-1.5244, -1.1066, -0.1101], [2.2456, -0.2724, -0.1016]], "mulliken_charge": [0.63, -0.73, -0.36, 0.23, 0.32, 0.36, -0.24, -0.21]}


{"formula": "C3H3FeLiO3", "method": "ωB97M-V with the def2-TZVPD basis set", "relative_energy_ev": 2.890, "orbital_gap_ev": [6.4, 7.7], "multiplicity": 7, "charge": 2, "lumo_energy_ha": [-0.349, -0.438], "homo_ha": [-0.5859, -0.7216], "species": ["O", "Fe", "C", "C", "O", "C", "H", "H", "H", "Li", "O"], "positions_angstrom": [[1.2229, -0.7908, 0.1769], [2.8910, 0.2090, -0.2821], [-0.7525, -1.3819, 0.1203], [0.1666, 0.0348, 0.1296], [-1.3350, -0.9761, -0.9637], [-0.6134, 0.2926, -1.1683], [-0.0413, 0.2459, -2.1011], [-1.3200, 1.1287, -1.1440], [0.4485, 1.4251, 1.4894], [-0.4881, -0.8978, 2.4174], [-0.1789, 0.7104, 1.3257]], "mulliken_charge": [-0.52, 0.58, -0.29, 1.20, -0.09, -0.35, 0.29, 0.32, 0.36, 0.96, -0.45]}


{"formula": "C3H3FeO2", "method": "ωB97M-V with the def2-TZVPD basis set", "relative_energy_ev": 0.246, "orbital_gap_ev": [9.2, 9.2], "multiplicity": 6, "charge": 2, "lumo_energy_ha": [-0.407, -0.453], "homo_ha": [-0.7435, -0.7902], "species": ["O", "C", "O", "Fe", "C", "C", "H", "H", "H"], "positions_angstrom": [[-0.2358, -0.5597, 0.0047], [-1.8471, 0.0787, 2.5868], [-1.8743, 0.5123, 3.6277], [-0.7504, -1.4858, 1.4539], [0.6939, 0.1305, -0.6418], [0.8214, 0.2016, -1.9764], [1.2950, 0.7973, -0.0051], [1.6388, 0.7802, -2.4063], [0.2586, -0.4552, -2.6435]], "mulliken_charge": [-0.56, 0.45, 0.00, 1.25, 0.39, -0.50, 0.35, 0.31, 0.31]}


{"formula": "C3H3FeO2", "method": "ωB97M-V with the def2-TZVPD basis set", "relative_energy_ev": 1.819, "orbital_gap_ev": [8.9, 9.6], "multiplicity": 6, "charge": 2, "lumo_energy_ha": [-0.402, -0.449], "homo_ha": [-0.7301, -0.8005], "species": ["O", "C", "O", "Fe", "C", "H", "H", "C", "H"], "positions_angstrom": [[0.2900, -0.9029, 0.7965], [-1.1759, 2.0422, -0.3318], [-1.6944, 1.0156, -0.2342], [-1.4162, -0.9611, 0.3007], [1.1780, 0.0975, 0.6628], [1.4682, 0.5897, 1.6005], [2.4401, -1.3013, -0.3864], [2.0994, -0.2702, -0.2633], [2.3834, 0.4344, -1.0457]], "mulliken_charge": [-0.61, 0.27, -0.11, 1.44, 0.39, 0.37, 0.34, -0.40, 0.32]}